1.
DFT (the ωB97M-V functional and the def2-TZVPD basis) results for a molecular structure, C21H51Br9O18S6 in a non-equilibrium geometry.

The geometry in ORCA input format:
```
! wB97M-V def2-TZVPD RIJCOSX def2/J DEFGRID3
* xyz -1 2
Br -4.70 -25.58 -9.38
Br -6.72 -31.04 -10.16
Br 0.52 -26.79 -15.37
Br -7.08 -27.49 -8.04
Br -4.99 -25.74 -6.05
Br -5.64 -30.86 -7.03
Br -2.32 -28.44 -16.08
Br -0.18 -27.50 -18.62
Br -4.01 -32.70 -9.03
S -5.77 -19.20 -13.84
S -4.57 -25.59 -13.73
S -3.04 -21.79 -11.21
S -2.65 -23.48 -19.05
S -8.56 -27.00 -11.53
S 0.77 -26.73 -10.80
O -4.34 -23.25 -19.01
O -3.46 -26.68 -12.94
O -6.01 -19.18 -12.39
O 0.76 -26.73 -9.34
O 1.94 -26.40 -11.59
O -1.79 -22.55 -11.06
O -8.85 -27.05 -13.16
O 0.14 -28.22 -11.40
O -4.18 -19.43 -14.22
O -5.50 -25.00 -12.77
O -3.94 -21.98 -12.32
O -2.42 -24.57 -20.03
O -3.88 -21.64 -9.78
O -9.63 -27.66 -10.83
O -6.30 -18.04 -14.56
O -7.12 -27.43 -11.43
O -2.14 -23.48 -17.68
O -5.03 -26.31 -14.96
C -5.14 -21.12 -9.69
C -2.53 -20.32 -15.67
C -0.57 -25.58 -11.33
C -4.82 -22.29 -18.17
C -3.74 -28.11 -13.08
C -2.18 -21.84 -19.83
C -6.42 -20.81 -14.51
C -5.07 -30.99 -8.96
C -9.96 -26.40 -15.08
C -5.19 -26.73 -7.82
C -1.11 -30.31 -10.96
C -0.85 -27.21 -16.72
C -5.07 -19.88 -8.75
C -0.90 -28.80 -10.61
C -2.68 -20.03 -11.27
C -6.29 -22.48 -18.52
C -10.16 -26.91 -13.67
C -4.44 -28.69 -11.86
C -3.28 -24.40 -14.22
C -3.72 -19.31 -15.55
C -8.73 -25.13 -11.38
H -6.85 -21.70 -18.00
H -4.55 -28.09 -10.95
H -5.75 -21.99 -9.44
H -1.87 -28.32 -10.73
H -6.65 -23.49 -18.39
H -5.79 -21.62 -14.13
H -4.48 -19.40 -16.32
H -10.74 -27.82 -13.53
H -5.74 -19.81 -7.89
H -4.57 -22.38 -17.11
H -9.57 -27.18 -15.75
H -2.63 -24.84 -14.99
H -3.14 -18.40 -15.71
H -9.82 -25.11 -11.32
H -1.38 -26.27 -16.85
H -0.74 -28.77 -9.53
H -4.10 -19.45 -8.51
H -1.52 -30.61 -11.92
H -4.30 -28.37 -13.97
H -2.95 -21.84 -20.60
H -9.42 -25.46 -15.11
H -10.93 -26.02 -15.41
H -3.01 -21.28 -15.47
H -6.41 -22.20 -19.57
H -2.26 -21.02 -19.11
H -1.92 -30.77 -10.39
H -1.45 -26.14 -11.64
H -3.58 -19.53 -11.64
H -8.18 -24.83 -10.49
H -5.68 -19.14 -9.27
H -4.45 -30.18 -9.35
H -3.83 -23.53 -14.59
H -10.69 -26.24 -12.99
H -6.54 -20.74 -15.59
H -0.07 -24.92 -12.03
H -2.74 -28.54 -13.07
H -0.96 -25.04 -10.46
H -2.52 -19.61 -10.28
H -2.64 -24.12 -13.39
H -4.42 -27.50 -7.74
H -7.43 -20.93 -14.10
H -0.18 -30.88 -10.91
H -5.39 -20.96 -10.74
H -1.15 -21.81 -20.19
H -1.79 -20.05 -11.90
H -1.78 -20.35 -14.88
H -8.22 -24.64 -12.20
H -4.68 -21.24 -18.43
H -4.00 -29.68 -11.85
H -5.45 -28.91 -12.22
H -1.95 -20.23 -16.58
*
```

Calculated values
Kohn-Sham gap (spin up / spin down): 2.12 / 6.30 eV
HOMO level (spin up / spin down): -0.0460 / -0.1996 Ha
lowest unoccupied orbital energy (spin up / spin down): 0.87 / 0.87 eV
largest force on an atom: 5.51 eV/A

=====

2.
DFT (the ωB97M-V functional and the def2-TZVPD basis) results for a single C4H7N3O molecule in a non-equilibrium geometry.

The geometry in ORCA input format:
```
! wB97M-V def2-TZVPD RIJCOSX def2/J DEFGRID3
* xyz 0 1
O 3.69 0.09 1.13
N -0.95 -0.25 0.55
N 2.40 -0.11 1.58
N -0.88 -0.01 -0.83
C 0.22 -0.27 1.07
C 1.55 -0.24 0.56
C -2.14 -0.43 -1.30
C -1.73 1.05 -1.24
H -2.68 -1.04 -0.44
H -1.44 1.63 -2.11
H 0.11 -0.42 2.11
H -1.99 -1.11 -2.29
H 1.91 -0.49 -0.59
H 4.15 -0.06 2.08
H -2.23 1.64 -0.30
*
```

Calculated values
Kohn-Sham gap: 9.01 eV
energy relative to the best compared isomer or geometry (same formula, charge and spin): 648.9 kJ/mol
HOMO level: -0.3246 Ha
lowest unoccupied orbital energy: 0.18 eV
SMILES: O/N=C/C=N\N1CC1
largest force on an atom: 4.34 eV/A

=====

3.
DFT (the ωB97M-V functional and the def2-TZVPD basis) results for a molecular structure, C15H25Cl2N10PdSi2 in a non-equilibrium geometry.

The geometry in ORCA input format:
```
! wB97M-V def2-TZVPD RIJCOSX def2/J DEFGRID3
* xyz 1 1
Pd -0.78 -0.22 -0.04
Cl -2.50 -2.08 -1.58
Cl -2.15 -2.09 1.32
Si 3.18 0.63 1.64
Si 2.60 0.97 -1.57
N 1.24 2.17 -0.79
N 0.26 3.96 -0.20
N -2.43 0.83 0.25
N -3.63 0.19 0.14
N 0.85 -1.69 -0.21
N -4.54 1.07 0.31
N 0.02 1.77 -0.32
N 1.34 3.45 -0.72
N -4.02 2.29 0.50
N -1.77 3.08 0.60
C 1.52 0.27 -2.93
C 1.33 -4.04 -0.15
C 2.67 -3.80 0.07
C 4.25 -0.32 -1.54
C 0.47 -2.97 -0.26
C 2.18 -1.45 -0.05
C 2.58 -0.03 -0.07
C 3.09 -2.48 0.14
C 3.79 2.39 1.56
C 4.52 -0.46 2.36
C -0.54 2.93 0.04
C -3.20 -2.61 -0.04
C -2.72 2.11 0.46
C 1.60 0.43 2.65
C 3.66 2.45 -2.05
H 5.44 -0.44 1.77
H 5.09 0.02 -0.93
H 0.76 1.00 2.25
H 1.60 0.92 -3.81
H 4.43 2.57 2.43
H 4.77 -0.09 3.35
H 1.32 -0.61 2.75
H 4.21 -1.50 2.48
H 3.38 -4.61 0.20
H 4.39 2.59 0.68
H 0.94 -5.05 -0.22
H 4.13 -2.25 0.31
H 2.98 3.13 1.58
H 3.07 3.12 -2.67
H -2.10 4.03 0.73
H 1.82 0.82 3.65
H 3.98 3.03 -1.19
H 0.47 0.23 -2.65
H 4.14 -1.39 -1.45
H -4.16 -2.13 0.09
H -0.58 -3.15 -0.42
H 4.55 2.15 -2.60
H 4.39 -0.03 -2.58
H -3.24 -3.70 -0.03
H 1.83 -0.73 -3.25
*
```

Calculated values
Kohn-Sham gap: 6.87 eV
HOMO level: -0.4308 Ha
lowest unoccupied orbital energy: -4.85 eV
largest force on an atom: 2.48 eV/A

=====

4.
DFT (the ωB97M-V functional and the def2-TZVPD basis) results for a single C4H7OP molecule in a non-equilibrium geometry.

The geometry in ORCA input format:
```
! wB97M-V def2-TZVPD RIJCOSX def2/J DEFGRID3
* xyz 0 3
P 3.02 -0.20 0.05
O 2.12 -1.61 0.29
C -0.20 1.29 -0.36
C 0.94 -1.13 -0.06
C 0.80 0.16 0.18
C -0.34 -1.87 -0.14
H -0.37 2.00 0.36
H -0.52 -2.32 -1.21
H 0.47 1.82 -1.08
H -1.08 0.85 -0.81
H -0.44 -2.71 0.60
H -1.21 -1.20 0.10
H 2.63 0.35 -1.23
*
```

Calculated values
Kohn-Sham gap (spin up / spin down): 6.87 / 6.65 eV
energy relative to the best compared isomer or geometry (same formula, charge and spin): 287.3 kJ/mol
HOMO level (spin up / spin down): -0.2245 / -0.3239 Ha
lowest unoccupied orbital energy (spin up / spin down): 0.76 / -2.16 eV
largest force on an atom: 4.70 eV/A

=====

5.
DFT (the ωB97M-V functional and the def2-TZVPD basis) results for a molecular structure, C13H23BrIN5O2Pt in a non-equilibrium geometry.

The geometry in ORCA input format:
```
! wB97M-V def2-TZVPD RIJCOSX def2/J DEFGRID3
* xyz 2 1
Pt 0.12 -0.53 -0.23
I 0.62 1.07 -2.27
Br -1.42 0.38 -4.98
O -0.86 1.19 0.96
O -2.71 2.48 1.02
N 1.60 1.38 1.76
N -2.15 -0.66 -0.49
N 0.05 -1.39 1.67
N -2.82 0.43 0.09
N 2.13 -1.17 -0.34
C 1.29 0.15 -4.02
C 0.93 -0.46 -6.30
C 3.12 -0.68 -5.31
C 2.27 -0.79 -6.41
C 3.01 -1.43 0.84
C 1.77 -0.49 3.36
C 2.55 0.52 2.52
C 3.52 -0.16 1.55
C -2.11 1.48 0.72
C 0.41 0.00 -5.10
C 2.63 -0.20 -4.11
C 2.30 -2.38 1.77
C 1.21 -1.70 2.58
H 3.90 -1.93 0.47
H 0.26 -0.58 -7.15
H 4.40 -0.47 2.12
H 2.05 2.14 1.26
H 0.86 -2.41 3.33
H -2.33 -0.70 -1.49
H 4.16 -0.95 -5.40
H 2.45 -0.91 4.11
H 2.60 -0.55 -0.99
H 2.65 -1.14 -7.36
H 3.29 -0.08 -3.27
H 3.88 0.57 0.82
H 3.02 -2.83 2.46
H 1.11 0.74 1.10
H -0.42 -2.28 1.49
H -0.63 -0.80 2.15
H -3.72 0.67 -0.28
H 0.98 0.02 3.92
H 3.11 1.18 3.18
H 0.85 1.79 2.32
H 1.87 -3.21 1.19
H -2.48 -1.53 -0.08
H 2.02 -2.06 -0.83
*
```

Calculated values
Kohn-Sham gap: 7.30 eV
energy relative to the best compared isomer or geometry (same formula, charge and spin): 111.0 kJ/mol
HOMO level: -0.5302 Ha
lowest unoccupied orbital energy: -7.13 eV
largest force on an atom: 1.51 eV/A

=====

6.
DFT (the ωB97M-V functional and the def2-TZVPD basis) results for 3 unconnected molecules or ions with the total composition C9H24NO6S2 in a non-equilibrium geometry.

The geometry in ORCA input format:
```
! wB97M-V def2-TZVPD RIJCOSX def2/J DEFGRID3
* xyz 1 1
S -3.92 1.94 -3.35
S 4.44 -2.71 2.02
O 4.96 -3.41 3.33
O -2.91 2.85 -2.90
O -5.20 2.10 -2.44
O 4.16 -1.33 2.31
O 3.45 -3.52 1.39
O -4.30 1.88 -4.72
N 0.04 0.64 0.13
C -6.58 3.85 -3.51
C 4.16 -3.31 4.54
C 5.94 -2.81 1.11
C 2.97 -4.25 4.52
C 2.48 0.77 0.22
C 1.39 0.47 -0.50
C -5.77 3.43 -2.30
C -0.43 2.06 -0.05
C -3.49 0.31 -2.83
H -3.24 0.33 -1.77
H 0.07 0.38 1.11
H 6.70 -2.22 1.61
H -7.10 4.78 -3.31
H 2.48 -4.24 5.49
H -2.64 0.00 -3.42
H -7.31 3.08 -3.77
H 2.25 -3.96 3.77
H 4.84 -3.57 5.35
H 1.38 0.11 -1.51
H 2.62 0.49 1.25
H 0.41 2.74 0.01
H -1.15 2.28 0.72
H 3.85 -2.28 4.69
H 3.29 -5.27 4.29
H -5.94 3.99 -4.39
H -0.60 0.03 -0.38
H -4.98 4.15 -2.09
H -4.34 -0.35 -3.01
H 3.27 1.33 -0.26
H -0.84 2.13 -1.05
H 5.74 -2.42 0.11
H -6.41 3.38 -1.42
H 6.23 -3.86 1.04
*
```

Calculated values
Kohn-Sham gap: 9.65 eV
HOMO level: -0.4882 Ha
lowest unoccupied orbital energy: -3.64 eV
largest force on an atom: 1.47 eV/A